Record 1
DFT (the ωB97M-V functional and the def2-TZVPD basis) results for the molecule C36H62N4.

```
102
Properties=species:S:1:pos:R:3
H 3.371 -0.613 5.501
C 1.914 -0.631 7.840
C -2.631 -0.730 5.879
C -1.704 -1.364 3.608
H -0.974 0.940 -4.095
H 2.803 0.392 -1.101
H -1.770 -3.738 1.865
H 2.165 -1.210 -5.889
H 0.018 -4.226 0.095
H 1.708 -0.923 3.678
C -3.132 0.404 6.764
H -2.877 -0.092 -3.413
C 0.183 0.651 -1.191
H -2.363 1.165 6.881
C 0.312 -1.837 -4.278
H -4.000 2.094 -1.614
H -4.005 1.203 -5.207
H 1.137 -1.561 6.065
C 1.868 1.108 -4.255
H 1.071 0.692 3.980
C -1.572 2.748 -1.293
H 2.220 1.983 -3.705
H 3.853 1.800 -1.387
H -1.501 0.548 4.570
H -4.495 2.421 -4.035
C -1.131 0.451 -1.398
C 1.976 0.081 4.017
H 3.741 0.543 -5.174
H -1.599 -4.900 -0.193
H -3.407 -1.494 5.794
H -2.240 -0.517 1.703
C -1.232 1.588 -4.932
H -2.138 3.061 -3.667
H 0.831 -0.208 -1.127
C -1.026 -3.966 -0.142
C 1.237 1.578 -5.563
H -2.325 3.523 -1.308
H -2.604 3.180 -5.357
N 1.650 -1.857 -3.997
H 3.269 1.683 3.396
H -0.328 -1.482 0.428
H 4.469 0.773 0.716
H 3.758 2.366 1.022
H 1.592 1.300 1.581
C -3.708 1.703 -4.282
H 1.565 -3.271 -0.969
C 1.418 -0.560 6.401
H 0.524 0.066 6.358
C -0.610 -2.311 -3.426
H 0.199 3.138 -4.513
C 2.516 0.719 1.628
C 0.737 1.987 -1.040
N -1.211 -3.321 -1.407
C -0.273 3.025 -1.089
C -1.340 -0.874 2.209
H -0.246 2.999 -6.215
H 3.930 0.073 3.116
H -2.566 -2.715 0.660
H -2.450 -2.157 3.537
H 2.181 0.360 8.200
H 3.493 -1.904 -4.949
C -2.413 2.475 -4.544
C -1.602 -3.106 0.992
H 1.971 2.169 -6.115
H 1.144 -1.037 8.492
C 2.610 -1.259 -4.893
H 2.794 -1.267 7.909
C 3.541 1.349 0.690
H 0.966 0.725 -6.189
H 3.110 -2.357 -2.614
H -3.762 0.432 -1.045
C 2.044 -2.372 -2.795
H -1.655 -2.302 -3.690
H 1.113 0.629 -3.630
H -1.543 -0.543 -1.501
H -0.815 -1.783 4.084
C -0.674 -1.948 1.351
H 0.043 -1.426 -5.240
C -0.012 2.426 -5.314
C 3.039 1.414 -0.760
H 3.567 0.056 -3.487
H 0.055 4.041 -0.941
C 3.016 0.671 3.069
N 1.958 2.345 -0.876
C -0.256 -2.885 -2.142
C 3.040 0.144 -4.439
C -2.253 -0.240 4.483
H -3.399 0.033 7.751
C 1.179 -2.876 -1.895
H 2.286 -0.295 1.291
C -3.649 0.642 -3.181
H -1.517 0.953 -5.776
C -3.415 1.184 -1.763
H 2.753 1.012 5.793
H -4.606 0.117 -3.176
N -2.029 1.474 -1.480
H -1.759 -1.195 6.345
H 0.203 -2.337 1.876
H -3.132 0.198 4.003
H -0.655 -0.027 2.295
H -4.010 0.873 6.324
C 2.474 0.010 5.458
```

Computed properties:
**LUMO**: 0.02605 hartree
**Relative energy (zero: lowest compared OMol25 entry of this formula, charge and spin)**: 6.0 kJ/mol
**HOMO level**: -7.3 eV
**Kohn-Sham gap**: 8.0 eV

***

Record 2
DFT (the ωB97M-V functional and the def2-TZVPD basis) results for a structure of composition C36H66Br12F4N2O5P.

```
126
Properties=species:S:1:pos:R:3
H 1.270 0.125 2.604
H -4.536 -5.730 -5.910
C -7.483 -0.745 5.628
H 1.875 -2.470 -1.278
C 3.072 1.601 1.204
H 0.306 2.754 4.516
H 2.887 -5.492 -2.063
H 4.458 -1.714 -2.558
H -5.265 0.174 1.968
Br -1.326 -5.941 -3.811
C -2.445 -5.858 -5.408
Br -8.063 0.618 6.897
H 6.096 -0.725 -2.066
H 3.174 8.019 3.894
H -6.348 -2.577 5.631
Br 1.527 -1.617 -3.939
H -7.086 -0.220 4.754
C -1.453 -1.782 -0.403
H 8.441 -3.082 -6.513
H 4.611 -4.888 -2.531
C 5.029 -1.828 -0.264
C -6.491 -1.693 6.259
H 8.139 -2.736 -8.235
H 1.030 2.759 1.118
H 5.968 -2.360 0.243
Br 6.362 -1.735 -6.840
H 3.156 -3.664 -2.702
C 3.580 -4.541 -2.049
H -3.426 -1.763 1.963
C 0.680 -0.249 0.696
Br -6.046 -1.630 -3.374
Br -4.050 5.476 5.218
H 1.242 7.885 3.508
F -4.079 -0.706 -1.257
C 3.947 3.016 1.262
H 3.427 5.467 3.988
C -0.950 -0.419 0.355
H -0.495 0.941 -1.549
C 1.421 -1.905 -5.865
H 0.619 -3.917 -5.549
H -0.795 1.908 0.041
H -6.249 4.697 6.034
C -1.175 0.956 -0.569
O 1.562 4.923 3.106
H -2.453 2.040 3.250
C 7.687 -3.089 -7.305
H 1.961 5.747 5.144
H 1.028 -3.520 -7.237
H -6.243 2.330 5.428
C 3.822 -4.030 -0.510
C -4.118 0.398 1.722
C -0.628 0.787 2.704
C 0.720 5.588 0.070
H 7.736 -5.133 -7.986
Br -4.723 -0.878 6.395
H 2.391 -1.535 1.745
C 5.424 -1.688 -1.867
F 3.751 0.659 2.128
H 0.841 6.110 -0.980
Br -4.358 -7.864 -4.678
H 3.925 3.350 2.400
H -1.442 2.864 1.889
Br -4.680 2.260 3.515
C -3.907 -6.006 -5.059
C -4.113 -2.257 -3.235
H 2.535 7.275 2.271
H -2.276 1.082 -0.943
H -4.207 -5.419 -4.187
H -0.946 -1.402 2.332
H 3.396 3.776 0.545
H 2.295 -1.421 -6.309
H -1.156 6.851 0.360
C -5.669 4.390 5.159
C 2.517 -1.870 -0.505
H -0.684 -2.692 -0.325
C -1.333 2.252 2.895
H 0.934 -2.560 1.130
C -3.033 -0.682 2.285
H 4.975 -0.748 0.184
H 1.131 0.245 -0.274
C 2.286 5.817 4.022
H -2.081 -6.630 -6.092
C 2.304 7.371 3.428
C -3.235 -1.098 -2.408
N 3.755 -2.604 -0.010
H 6.117 -4.397 -8.090
O -3.877 1.535 1.067
P -0.161 4.963 3.358
F -4.122 -3.465 -2.347
H -0.498 0.389 3.812
H 1.737 2.326 2.903
C -0.663 3.210 4.044
C 1.544 1.945 1.789
C 1.318 -3.376 -6.192
Br -3.123 0.474 -3.697
C -0.344 6.348 1.076
O -0.567 5.982 4.539
H -0.859 -0.965 -2.565
H -6.773 -2.011 7.267
H 3.056 1.237 0.092
O 4.155 -4.985 0.400
O -1.092 5.449 1.968
F -3.479 -2.490 -4.556
H -2.248 -4.874 -5.841
C 7.040 -4.440 -7.505
C -1.472 -0.416 1.909
H -8.396 -1.276 5.344
H -2.473 -2.226 0.030
C -1.720 -1.594 -2.030
H -1.608 -2.692 -2.487
H 2.915 -0.829 -0.934
C 1.591 -1.600 0.861
H -4.583 2.675 5.977
H 6.092 -2.602 -2.244
H -6.211 4.672 4.252
N 0.696 0.699 1.914
H 5.079 2.834 0.946
Br 3.048 -4.260 -6.022
H 0.480 4.460 -0.131
H -3.107 -0.683 3.476
H 0.169 7.265 1.635
H -1.464 3.375 4.895
H 0.518 -1.375 -6.182
Br 6.595 -5.271 -5.798
C -5.342 2.916 5.229
H 1.784 5.675 0.595
```

Computed properties:
**LUMO**: -0.08229 hartree
**Relative energy (zero: lowest compared OMol25 entry of this formula, charge and spin)**: 1484.5 kJ/mol
**HOMO level**: -11.3 eV
**Kohn-Sham gap**: 9.1 eV
**Total charge**: +1

***

Record 3
DFT (the ωB97M-V functional and the def2-TZVPD basis) results for a structure of composition C36H66CaF3N8O8.

```
122
Properties=species:S:1:pos:R:3
H -2.126 -7.962 2.672
H -1.255 -0.275 2.116
C -1.446 0.858 3.980
O -4.026 -2.661 -2.208
H -0.527 0.871 4.566
H -1.423 -1.869 -2.880
H -1.527 1.741 3.347
H -4.110 3.714 1.800
H -2.745 -8.330 0.280
H -4.397 -0.443 0.967
H 4.101 -4.226 3.817
C 1.580 -3.180 5.895
H -4.048 4.673 -0.352
H -4.695 1.022 -3.235
Ca 0.510 1.443 -0.881
C -3.103 -2.190 -1.574
H 3.408 4.217 -4.247
H 1.209 -3.182 6.909
C 1.257 -2.517 3.572
C 4.052 1.247 -0.132
H -1.539 -3.487 -2.152
H -3.243 1.041 -4.982
C 2.647 2.037 2.884
O 0.882 2.468 1.282
C -1.698 -7.363 1.881
H 1.404 3.892 3.973
C 2.973 3.259 -3.961
H 0.058 1.729 -5.159
O -1.322 2.920 -0.820
O -0.873 0.803 -2.946
C -0.469 4.852 -3.672
C -0.829 -6.311 2.189
C 2.494 -3.067 3.247
N 0.890 3.716 3.122
H 3.816 0.143 -4.026
F -0.846 0.048 0.366
C -0.431 -5.433 1.221
H 3.671 2.723 -3.319
C 1.601 3.564 -3.380
C -2.965 4.592 -0.454
H -3.104 -2.837 1.855
C -2.159 -2.571 2.329
C -1.499 1.005 -4.040
H -1.182 3.737 2.447
C 4.857 3.631 -0.392
H -2.627 5.322 0.281
N -1.677 -0.214 3.031
C 2.115 -1.459 -2.191
H -1.138 4.045 -3.371
C -0.780 -5.605 -0.165
C 2.011 -2.566 -1.178
H -5.065 -0.058 -0.589
H -2.473 -0.815 -0.184
H -0.380 -5.062 -1.008
H 5.678 -0.173 -0.059
H -3.939 2.008 2.323
H -1.475 -2.395 1.499
H 3.232 -1.000 -5.285
H 4.854 4.187 0.546
H 1.507 -3.413 -1.645
O 1.159 2.892 -2.436
C -2.119 -7.493 0.552
C -3.719 1.382 -2.908
N 0.936 4.552 -3.961
H -2.150 1.642 0.832
C -0.360 4.376 2.767
C -1.712 -2.424 -1.987
H -4.747 2.420 0.739
C 0.888 -2.539 4.900
H 2.868 2.669 -4.872
H 5.918 1.902 0.268
H 2.474 0.961 2.854
C 3.178 -3.833 4.216
C 4.598 -0.119 0.074
H 2.130 -0.045 -4.453
H -1.015 -2.038 -1.243
C -2.281 3.209 -0.190
C -3.981 2.684 1.468
O 1.554 -0.386 -1.971
H -0.950 5.422 -4.467
F 3.041 -2.841 2.073
F -0.484 -6.195 3.467
H -0.408 0.140 -5.726
H -1.352 1.596 -6.142
C -2.227 -1.414 3.358
H 0.707 -1.908 2.870
N -2.771 2.433 0.733
C 2.676 -3.916 5.550
H 1.430 5.213 -4.543
H 2.825 2.304 3.925
H 1.614 -2.268 -0.207
H -2.190 0.900 4.776
H 3.156 -4.483 6.334
N -2.850 1.187 -4.063
C -0.800 1.086 -5.353
H -1.912 -3.509 2.825
H -1.957 -6.823 -1.492
H -5.260 -1.673 -0.044
H 3.693 -2.309 -3.137
H -0.802 4.936 3.591
H -0.272 4.971 1.858
H -0.007 -2.007 5.187
H 4.358 -0.635 1.004
O -2.693 -1.646 4.462
N -3.258 -1.354 -0.520
H -0.518 5.494 -2.792
H 5.726 3.961 -0.962
C -1.611 -6.666 -0.481
H -3.845 2.379 -2.485
C -4.552 -0.844 -0.035
H 4.308 -0.752 -0.765
C 3.057 -0.593 -4.289
H -3.439 0.744 -2.070
C 1.392 2.741 2.363
H 3.964 3.804 -0.992
H 3.052 -2.855 -1.034
H 3.568 2.335 2.382
H -2.690 4.968 -1.440
O 2.858 1.426 -0.429
N 5.021 2.183 -0.102
H 0.150 -4.567 1.501
N 2.964 -1.619 -3.247
```

Computed properties:
**LUMO**: -0.07920 hartree
**HOMO level**: -10.4 eV
**Kohn-Sham gap**: 8.3 eV
**Total charge**: +1

***

Record 4
DFT (the ωB97M-V functional and the def2-TZVPD basis) results for a cluster of 12 separate species, C36H66Cl12O12S3 in total.

```
129
Properties=species:S:1:pos:R:3
H 3.895 2.362 -7.768
C 1.066 -0.746 -12.149
H 9.050 0.551 -14.809
H 4.382 -4.837 -15.244
C 6.675 0.425 -12.330
O 4.758 1.526 -13.903
C 4.888 -5.332 -11.890
C 10.263 -1.596 -9.239
H 10.816 -2.426 -2.775
H 6.866 -4.668 -8.452
H 5.422 0.259 -4.111
H 8.237 -0.966 -9.272
C 4.557 -0.739 -5.783
O 4.885 -0.975 -13.728
H 5.586 -5.712 -11.144
H 1.889 -5.946 -7.962
H 11.558 -1.360 -7.528
C 4.629 -0.474 -4.279
C 6.101 -2.181 -4.889
Cl 4.532 -4.964 -8.582
H 0.212 -0.992 -11.515
H 8.726 -1.849 -4.082
H 3.706 -0.155 -3.804
H 9.841 -1.241 -7.219
O 1.970 0.120 -11.452
H 0.363 -7.748 -7.920
H 10.076 0.987 -7.107
C 3.009 -0.573 -10.964
H 11.079 -1.656 -9.963
C 8.177 0.235 -14.243
O 3.821 0.040 -10.311
H 8.929 -3.475 -3.610
H 5.230 -2.196 -7.640
H 10.144 -5.474 -13.353
H 0.407 -5.199 -7.458
C 2.842 -2.048 -11.240
H 8.762 0.758 -12.239
H 0.659 -0.358 -13.079
H 4.429 -2.584 -3.508
C 6.459 -8.434 -9.587
H 5.448 3.387 -5.809
C 7.956 0.964 -12.943
H 7.035 -1.619 -4.809
H 4.671 0.183 -7.987
H 6.471 -9.511 -7.797
C 4.964 2.256 -7.576
O 8.509 1.860 -9.374
H 3.437 -5.763 -3.179
C 5.438 -5.147 -13.288
Cl 6.004 -7.146 -5.458
C 9.330 -2.727 -4.301
H 8.076 -9.519 -8.522
H 2.454 -1.978 -13.351
H 10.122 -3.978 -11.423
H 4.461 -4.416 -11.480
Cl 8.900 -5.284 -9.910
H 11.579 1.069 -8.138
H 6.793 -8.518 -10.620
H 5.694 -1.627 -2.827
C 10.778 -2.596 -3.847
H 6.001 0.822 -8.917
H 6.186 1.003 -11.548
H 8.289 -0.824 -13.982
H 3.794 -3.850 -13.833
H 2.905 -6.223 -11.250
H 5.450 3.085 -8.092
H 6.601 -0.477 -15.659
C 3.707 -6.295 -11.977
H 8.983 -0.841 -10.902
O 5.334 -1.821 -6.035
C 4.221 -4.791 -14.172
C 4.415 -6.179 -3.407
C 4.670 -6.062 -4.906
H 3.800 -2.514 -11.436
O 10.672 1.277 -10.499
C 9.754 -5.840 -12.404
C 0.170 -7.007 -8.691
Cl 11.826 -1.449 -4.735
H 4.508 -7.191 -3.030
Cl 4.654 -8.491 -9.651
C 9.284 -4.660 -11.536
C 5.229 2.356 -6.064
C 6.031 -2.693 -8.184
C 7.014 -9.580 -8.740
H 6.956 -2.309 -7.746
Cl 0.877 -7.711 -10.169
H 4.435 1.853 -5.514
H -0.899 -6.825 -8.765
H 4.087 -7.317 -12.014
C 6.860 0.353 -15.001
S 5.532 0.321 -13.737
C 5.504 0.888 -7.953
C 9.139 -0.730 -9.832
Cl 9.092 -3.338 -5.950
C 5.142 -1.801 -3.758
H 7.822 2.044 -13.023
Cl 6.662 -11.161 -9.442
H 6.771 -7.426 -9.321
H 3.803 -6.235 -5.537
Cl 8.518 -7.025 -12.752
C 1.879 -2.023 -12.423
H 9.912 -2.619 -9.096
O 7.227 -0.321 -6.747
H 6.711 1.297 -15.522
H 5.859 -6.100 -13.617
C 10.599 0.628 -7.989
Cl 6.087 -2.245 -9.894
O 3.070 -7.276 -14.443
S 9.642 0.967 -9.518
H 6.437 -3.215 -4.811
C 6.040 -4.164 -7.953
Cl 1.144 -4.494 -9.564
H 6.763 -0.616 -12.014
H 6.215 -4.397 -13.437
H 2.433 -2.438 -10.306
H 11.281 -3.539 -4.057
S 3.002 -6.059 -13.650
C 0.875 -5.718 -8.292
H 10.587 -6.327 -11.900
H 8.419 -4.190 -11.995
O 1.736 -5.383 -13.458
O 3.890 -0.248 -6.634
Cl 5.532 -5.069 -2.553
H 5.032 -5.058 -5.109
O 6.461 1.604 -5.908
H 1.390 -2.994 -12.527
H 6.106 -4.484 -6.915
C 10.634 -0.921 -7.893
C 6.474 0.614 -6.831
```

Computed properties:
**LUMO**: 0.00081 hartree
**HOMO level**: -9.6 eV
**Kohn-Sham gap**: 9.6 eV
**SMILES**: O=S1(=O)CCCC1.O=S1(=O)CCCC1.O=S1(=O)CCCC1.O=C1CCCO1.O=C1CCCO1.O=C1CCCO1.ClCCCl.ClCCCl.ClCCCl.ClCCCl.ClCCCl.ClCCCl